# 1
Entry from OMol25: 2 unconnected molecules or ions with the total composition C8H13N4O3 (wB97M-V/def2-TZVPD).

CARTESIAN COORDINATES (ANGSTROEM)
1 C -2.145 -1.664 1.767
2 C -0.789 -1.399 1.666
3 C -1.908 -0.183 0.248
4 C 0.684 2.213 1.401
5 C 1.976 2.155 0.685
6 C 0.303 -1.937 -2.033
7 C 0.727 -0.580 -1.793
8 C 0.557 0.020 0.231
9 N -2.801 -0.825 0.911
10 N -0.589 -0.430 0.711
11 N -2.260 0.647 -0.844
12 N 0.766 1.467 0.181
13 O -3.190 0.339 -1.525
14 O -1.408 1.512 -1.077
15 O 1.635 -0.536 0.893
16 H -2.728 -2.149 2.617
17 H 0.033 -1.992 2.115
18 H 0.535 1.410 2.195
19 H 0.263 3.264 1.370
20 H 2.180 3.108 0.187
21 H 2.634 1.433 0.957
22 H -0.782 -2.221 -2.055
23 H 0.706 -2.093 -3.078
24 H 0.802 -2.584 -1.429
25 H 0.330 0.300 -2.307
26 H 1.831 -0.454 -1.656
27 H 0.316 1.968 -0.572
28 H 2.321 -0.791 0.236

Atoms 1-2, force components in eV/Å:
-0.13 1.10 1.56
0.35 -1.83 1.07

- total charge = +1
- ΔE to the lowest compared entry with this formula, charge and spin (kcal per mole) = 176.1
- LUMO level (eV) = -4.25
- multiplicity = 1
- electronic energy (eV) = -20595.584
- gap between HOMO and LUMO (eV) = 8.576
- HOMO (eV) = -12.8
- maximum force (eV/A) = 7.4


# 2
Entry from OMol25: 6 unconnected molecules or ions with the total composition C7H24NO5 (wB97M-V/def2-TZVPD).

CARTESIAN COORDINATES (ANGSTROEM)
1 C 0.265 -1.504 -0.604
2 C 1.467 -1.642 0.327
3 C 2.269 -0.341 0.070
4 C 2.429 0.619 0.995
5 C 2.266 0.530 2.459
6 C 1.162 1.019 2.985
7 C 3.054 -0.282 -1.261
8 N -0.635 -0.305 -0.206
9 H -0.487 -2.254 -0.635
10 H 0.640 -1.579 -1.592
11 H 1.143 -1.693 1.425
12 H 2.085 -2.574 0.075
13 H 3.076 1.354 0.684
14 H 3.024 0.134 3.117
15 H 0.800 1.137 4.026
16 H 0.266 1.155 2.469
17 H 3.893 0.387 -1.182
18 H 3.322 -1.241 -1.745
19 H 2.344 0.140 -2.022
20 H -1.142 -0.568 0.761
21 H -1.227 0.051 -0.904
22 H 0.092 0.401 -0.150
23 H -0.844 2.365 -1.983
24 H 0.397 2.715 -1.469
25 O -0.010 1.928 -1.825
26 H -3.078 -1.407 1.744
27 H -2.946 -1.422 3.188
28 O -2.327 -1.581 2.448
29 H -1.589 -1.922 -3.981
30 H -2.851 -1.326 -3.323
31 O -1.963 -1.531 -3.284
32 H -1.860 2.530 1.884
33 H -3.277 1.920 1.687
34 O -2.311 1.794 2.051
35 H -2.645 0.242 -2.338
36 H -2.101 1.750 -2.159
37 O -2.700 1.001 -1.733

Atoms 1-2, force components in eV/Å:
-1.45 -0.87 0.91
0.09 0.37 1.16

- total charge = +1
- ΔE to the lowest compared entry with this formula, charge and spin (kcal per mole) = 100.3
- LUMO level (eV) = -3.00
- multiplicity = 1
- electronic energy (eV) = -19366.201
- gap between HOMO and LUMO (eV) = 9.420
- HOMO (eV) = -12.4
- maximum force (eV/A) = 7.5


# 3
Entry from OMol25: a gas-phase ion, C6H13N4 (charge +1) (wB97M-V/def2-TZVPD).

CARTESIAN COORDINATES (ANGSTROEM)
1 C 1.695 -0.277 -1.762
2 N 1.012 -0.099 -0.427
3 C -0.238 0.102 -0.109
4 N -1.389 -0.081 -0.884
5 C -1.518 -0.354 -2.336
6 N -2.450 -0.121 -0.044
7 N -2.109 0.022 1.105
8 C -0.788 0.153 1.359
9 C -0.252 -1.043 2.125
10 C -0.531 1.626 2.025
11 H 2.661 0.184 -1.537
12 H 1.100 0.151 -2.543
13 H 1.688 -1.332 -1.759
14 H 1.733 -0.163 0.215
15 H -1.196 -1.367 -2.631
16 H -2.564 -0.163 -2.567
17 H -0.806 0.367 -2.669
18 H -0.620 -0.692 3.122
19 H 0.782 -1.069 1.963
20 H -0.799 -1.920 1.780
21 H -1.381 1.853 2.736
22 H -0.583 2.356 1.145
23 H 0.491 1.683 2.454

Atoms 1-2, force components in eV/Å:
-0.95 0.53 2.15
-1.51 1.12 -2.45

- total charge = +1
- ΔE to the lowest compared entry with this formula, charge and spin (kcal per mole) = 69.2
- LUMO level (eV) = -4.00
- multiplicity = 1
- electronic energy (eV) = -12383.909
- gap between HOMO and LUMO (eV) = 10.171
- HOMO (eV) = -14.2
- structure (SMILES) = C/[NH+]=C1\N(C)N=NC1(C)C
- maximum force (eV/A) = 4.9


# 4
Entry from OMol25: a single C7H10Cl2 molecule (wB97M-V/def2-TZVPD).

CARTESIAN COORDINATES (ANGSTROEM)
1 C -0.996 1.303 -0.933
2 C -0.451 0.582 0.534
3 C -1.165 2.360 -1.764
4 C 0.712 -1.315 -0.816
5 C 0.142 -1.702 1.553
6 C 0.981 0.635 1.019
7 C 0.292 -0.634 0.454
8 Cl -0.161 3.730 -1.544
9 Cl -2.104 2.216 -3.163
10 H -1.597 0.443 -1.262
11 H 1.450 -1.983 -0.508
12 H -0.227 -1.738 -1.237
13 H 0.989 -0.758 -1.649
14 H -0.364 -1.323 2.420
15 H 1.116 -1.936 1.874
16 H -0.408 -2.513 1.142
17 H 1.760 1.195 0.446
18 H 1.235 0.696 2.082
19 H -1.206 0.741 1.354

Atoms 1-2, force components in eV/Å:
0.80 -9.63 6.03
-2.28 4.89 -1.00

- LUMO level (spin up / spin down) (eV) = 0.79 / -2.19
- multiplicity = 3
- electronic energy (eV) = -32459.185
- gap between HOMO and LUMO (spin up / spin down) (eV) = 6.453 / 7.534
- HOMO (spin up / spin down) (eV) = -5.7 / -9.7
- <S²> = 2.009
- maximum force (eV/A) = 11.4


# 5
Entry from OMol25: a molecular structure, C6H10N2O5 (wB97M-V/def2-TZVPD).

CARTESIAN COORDINATES (ANGSTROEM)
1 C 1.367 2.199 -0.803
2 C 1.226 1.037 -1.539
3 C 0.070 -0.061 -1.379
4 C -1.675 -1.099 0.207
5 C -0.882 -1.980 1.058
6 C -1.582 -3.265 1.278
7 H 2.103 3.653 1.029
8 H 3.333 2.791 -1.280
9 H -0.177 3.466 0.343
10 H 2.439 0.547 -1.896
11 H -1.048 1.082 0.098
12 H -2.464 -0.689 0.907
13 H -2.559 -1.459 -0.434
14 H -0.557 -1.482 2.127
15 H 0.118 -2.210 0.553
16 H -0.050 -3.883 1.378
17 N 2.151 3.270 -1.283
18 N -1.008 0.149 -0.471
19 O 2.212 4.278 -0.169
20 O 0.163 2.477 -0.142
21 O 0.526 -1.022 -1.987
22 O -0.864 -4.445 1.391
23 O -2.842 -3.353 1.015

Atoms 1-2, force components in eV/Å:
-3.54 -0.79 -2.81
3.40 -0.65 1.71

- ΔE to the lowest compared entry with this formula, charge and spin (kcal per mole) = 275.2
- LUMO level (eV) = -0.84
- multiplicity = 1
- electronic energy (eV) = -19592.094
- gap between HOMO and LUMO (eV) = 8.080
- HOMO (eV) = -8.9
- maximum force (eV/A) = 8.4


# 6
Entry from OMol25: a molecular structure, C4H2BrFS (wB97M-V/def2-TZVPD).

CARTESIAN COORDINATES (ANGSTROEM)
1 C 0.219 -0.826 -0.686
2 C -0.151 0.397 -1.057
3 C 0.876 -1.229 0.530
4 C -0.503 1.179 1.484
5 F 1.004 -2.528 0.622
6 S -0.604 1.815 -0.087
7 Br -0.613 2.302 2.889
8 H 0.328 -1.557 -1.555
9 H -0.557 0.447 -2.140

Atoms 1-2, force components in eV/Å:
0.99 -1.96 -1.37
-2.49 0.56 -1.56

- ΔE to the lowest compared entry with this formula, charge and spin (kcal per mole) = 136.2
- LUMO level (eV) = -1.31
- multiplicity = 1
- electronic energy (eV) = -87768.746
- gap between HOMO and LUMO (eV) = 6.855
- HOMO (eV) = -8.2
- maximum force (eV/A) = 3.0


# 7
Entry from OMol25: 2 unconnected molecules or ions with the total composition C4H12O2 (wB97M-V/def2-TZVPD).

CARTESIAN COORDINATES (ANGSTROEM)
1 C 0.278 -2.076 1.281
2 C -0.134 -0.685 0.748
3 C 0.965 -0.195 -0.253
4 C 0.295 0.875 -1.084
5 O 1.015 0.660 -2.365
6 H 0.982 -2.738 0.747
7 H -0.557 -2.759 1.449
8 H 0.725 -1.899 2.316
9 H -1.062 -0.854 0.208
10 H -0.263 -0.006 1.732
11 H 1.884 0.132 0.270
12 H 1.307 -1.160 -0.737
13 H 0.614 1.923 -0.843
14 H -0.795 0.684 -1.067
15 H 0.467 0.640 -3.109
16 O -2.126 2.407 -0.001
17 H -1.257 2.593 -0.171
18 H -2.338 2.459 0.879

Atoms 1-2, force components in eV/Å:
0.48 -0.29 2.48
1.46 -0.49 1.90

- ΔE to the lowest compared entry with this formula, charge and spin (kcal per mole) = 39.8
- LUMO level (eV) = 0.84
- multiplicity = 1
- electronic energy (eV) = -8435.789
- gap between HOMO and LUMO (eV) = 10.863
- HOMO (eV) = -10.0
- structure (SMILES) = CCCCO.O
- maximum force (eV/A) = 4.4


# 8
Entry from OMol25: a single C5H9FO molecule (wB97M-V/def2-TZVPD).

CARTESIAN COORDINATES (ANGSTROEM)
1 O 1.163 0.984 -1.570
2 C 0.150 1.527 -0.944
3 C -0.855 0.638 -0.246
4 C -0.179 -0.082 0.983
5 C -0.488 -1.632 0.966
6 C 0.815 -1.116 0.553
7 F 1.423 -1.267 -0.649
8 H 1.286 0.017 -1.223
9 H -0.349 2.170 -1.795
10 H 0.525 2.222 -0.233
11 H -1.809 1.191 0.005
12 H -0.949 -0.257 -0.820
13 H -0.184 0.745 1.764
14 H -1.318 -1.761 0.027
15 H -0.856 -2.231 1.900
16 H 1.626 -1.145 1.283

Atoms 1-2, force components in eV/Å:
3.39 -4.69 -0.98
-3.84 3.61 -0.89

- ΔE to the lowest compared entry with this formula, charge and spin (kcal per mole) = 84.6
- LUMO level (eV) = 0.95
- multiplicity = 1
- electronic energy (eV) = -10092.125
- gap between HOMO and LUMO (eV) = 10.221
- HOMO (eV) = -9.3
- structure (SMILES) = OCC[C@H]1C[C@H]1F
- maximum force (eV/A) = 5.9